[1]
This record from the Open Molecules 2025 dataset describes C9H14O3P as an isolated structure in a non-equilibrium geometry. The level of theory is the ωB97M-V functional and the def2-TZVPD basis.

As for the total charge: -1. Its HOMO energy is -0.178 Eh. Its energy above the lowest of the compared OMol25 structures with the same formula, charge and spin is 0.24 kcal/mol.

The geometry in XYZ format:
```
27
Properties=species:S:1:pos:R:3:forces:R:3:nbo_charge:R:1
C -0.50350 2.02616 0.19011 0.2 -1.2 1.2 -0.06
C -0.08650 0.89816 0.15450 0.2 0.5 0.1 0.04
C 1.31976 -0.75256 1.48594 -2.1 -0.7 -1.3 0.81
C -0.87263 3.39830 0.38604 -1.4 0.8 -4.1 -0.67
C 2.70764 0.69010 -0.81889 2.4 -0.1 1.3 -0.65
C -1.80116 -1.68371 1.47552 -0.2 1.6 -2.3 -0.95
C -1.78939 -1.31438 -1.25636 0.4 -1.1 -2.5 -1.03
C 1.59971 -0.29731 -1.11517 1.0 -0.7 -0.4 -0.38
C 0.60972 -0.36827 0.09455 0.7 -0.2 -0.6 -0.60
O 2.25640 -0.20067 1.97380 2.2 1.6 0.9 -0.69
O 0.65080 -1.71341 1.91602 0.1 -0.9 0.9 -0.74
O -0.05351 -3.17038 -0.18748 -0.2 0.5 -0.5 -1.12
P -0.56561 -1.79040 0.08803 -1.2 -0.5 0.3 1.99
H 0.02784 4.00755 0.27666 -0.3 0.3 0.7 0.23
H -1.64683 3.69110 1.07761 0.5 -0.2 1.0 0.23
H -1.45925 3.59950 -0.61223 1.0 0.2 1.4 0.21
H 2.38605 1.67664 -0.82438 -1.2 2.1 -1.1 0.19
H 2.89164 0.73897 0.27223 0.8 -1.0 -0.5 0.27
H 3.69601 0.70128 -1.41502 -1.6 -0.6 0.8 0.19
H -2.74997 -1.96280 1.07844 -1.0 -0.1 -0.6 0.19
H -1.52839 -2.44408 2.11046 0.8 -1.2 2.0 0.24
H -1.91562 -0.67143 1.87678 0.4 -0.3 0.3 0.23
H -2.46574 -0.51598 -0.98415 0.3 0.7 0.0 0.22
H -1.42092 -1.24505 -2.36495 0.0 0.6 2.1 0.22
H -2.47943 -2.14357 -1.46254 0.1 -0.4 0.8 0.23
H 2.05431 -1.27970 -1.42486 -0.8 0.7 0.7 0.22
H 1.13857 0.12596 -1.99066 -0.9 -0.3 -0.5 0.20
```
Forces are in eV/Å.


[2]
This record from the Open Molecules 2025 dataset describes a 2-piece molecular cluster, C9H15BrN2Si overall in a non-equilibrium geometry. The level of theory is the ωB97M-V functional and the def2-TZVPD basis.

As for the SMILES: C=CC[Si](=C)C.Cn1cc(Br)cn1. Its HOMO energy is -0.295 Eh.

The geometry in XYZ format:
```
28
Properties=species:S:1:pos:R:3:forces:R:3:nbo_charge:R:1
C 0.87743 -4.45485 -1.18360 0.1 0.6 4.0 -0.42
C 0.64851 -3.71093 -0.08191 0.9 -1.3 -0.8 -0.16
C -0.06860 -2.45151 -0.08249 3.1 1.4 1.2 -0.86
Si 1.28077 -1.04888 -0.09091 -0.6 0.4 0.4 1.56
C 1.38060 0.24170 1.10551 -2.5 -2.5 -1.4 -1.24
C 2.22664 -1.34635 -1.67171 2.3 -0.3 -2.4 -1.22
H 1.33105 -5.39107 -1.24449 1.0 -1.3 0.4 0.20
H 0.52547 -4.11580 -2.05559 -1.5 1.3 -3.3 0.17
H 1.05724 -3.87004 0.89548 0.3 -1.1 0.4 0.20
H -0.61518 -2.30775 0.79732 -1.4 0.2 1.0 0.24
H -0.52236 -2.32318 -0.97720 -2.2 0.6 -2.6 0.23
H 0.33431 0.34862 1.57040 2.1 0.2 -0.1 0.25
H 2.11560 0.98942 0.98564 0.4 1.0 0.4 0.22
H 2.83979 -2.35673 -1.78072 -1.3 2.1 0.6 0.27
H 1.57615 -1.33043 -2.61558 0.3 -0.2 1.5 0.26
H 2.96006 -0.50191 -1.95852 -0.9 -1.2 0.9 0.26
C -1.04181 4.12968 2.04844 2.2 -4.6 0.4 -0.39
N -1.51505 3.12484 1.08058 0.6 0.7 -0.9 -0.14
C -0.75542 2.53108 0.13421 -0.8 -0.2 -0.2 -0.06
C -1.63822 1.72085 -0.55174 2.4 -1.0 -1.7 -0.17
Br -1.20021 0.58384 -2.05925 -0.3 0.7 0.9 0.04
C -2.84558 1.84571 0.03307 0.3 1.7 1.6 -0.09
N -2.80998 2.73543 1.03209 0.8 0.0 0.0 -0.25
H -1.81213 4.72142 2.26231 -3.2 2.1 1.4 0.22
H -0.68201 3.46054 2.88699 -0.5 1.4 -0.3 0.21
H -0.23884 4.76171 1.75475 0.8 0.0 -1.0 0.21
H 0.29932 2.63720 -0.01878 0.1 0.3 0.2 0.24
H -3.70754 1.37739 -0.21429 -2.5 -1.3 -0.6 0.21
```
Forces are in eV/Å.


[3]
This record from the Open Molecules 2025 dataset describes C9H15Cl10CrO6 as an isolated structure in a non-equilibrium geometry. The level of theory is the ωB97M-V functional and the def2-TZVPD basis.

As for the total charge: +2. Its HOMO energy (spin up / spin down) is -0.576 / -0.576 Eh. The spin multiplicity is 6.

The geometry in XYZ format:
```
41
Properties=species:S:1:pos:R:3:forces:R:3:nbo_charge:R:1
Cr -14.18730 19.37234 11.48154 2.2 0.1 2.6 1.61
Cl -13.01153 17.92444 13.12965 -1.2 1.1 -1.6 -0.67
C -12.01335 23.01826 10.66343 -1.1 -0.1 -1.0 -0.27
O -11.86958 22.95487 12.09849 -0.7 -0.9 1.1 -0.45
C -12.43582 21.99174 12.85712 3.0 1.2 -0.1 1.07
O -13.14047 21.08970 12.40932 -1.4 -1.2 -0.5 -0.83
O -11.94846 22.06971 14.11442 0.2 2.2 -3.9 -0.44
C -12.25188 21.10574 15.03475 -1.8 -1.6 1.2 -0.26
H -12.29855 24.01060 10.31413 0.3 0.3 0.8 0.24
H -12.84499 22.42826 10.27822 0.0 -0.4 0.4 0.17
H -11.13108 22.72559 10.09417 0.3 -0.1 0.8 0.22
H -13.34033 21.11083 15.09273 -0.1 -0.6 0.5 0.19
H -11.85593 21.37931 16.01274 0.2 0.2 -0.3 0.23
H -11.88802 20.12576 14.72599 -0.1 0.0 0.1 0.19
C -9.77811 18.64819 19.03736 1.0 -0.4 1.3 -0.27
O -10.06635 18.48603 17.69076 0.0 -1.6 -3.4 -0.41
C -9.65219 17.34518 16.97849 0.5 0.1 4.2 0.95
O -9.00330 16.40431 17.42213 -1.7 2.5 -1.7 -0.45
O -10.28536 17.46455 15.79175 -0.5 -0.8 -0.7 -0.24
C -10.37985 16.27318 15.04992 1.1 0.2 -1.1 -0.30
H -10.24239 19.56022 19.41252 0.0 0.0 -0.4 0.23
H -8.69336 18.66377 19.14312 0.1 0.1 0.3 0.23
H -10.15591 17.81027 19.62324 -0.1 -0.2 0.0 0.23
H -11.08049 15.55017 15.46761 -0.6 -0.2 0.8 0.30
H -9.41988 15.75692 15.04511 0.4 -0.3 0.5 0.28
H -10.66791 16.42241 14.00931 -0.3 0.7 0.3 0.24
C -14.21375 16.73325 16.63030 -1.1 0.6 0.5 -0.28
Cl -13.31165 15.25550 16.74634 0.4 -0.6 0.1 0.13
Cl -13.33890 18.05633 17.49121 -0.5 -0.6 -0.6 0.02
Cl -15.89336 16.48607 17.29848 1.4 0.3 -0.5 0.07
H -14.29649 16.96323 15.56805 -0.1 0.3 0.3 0.24
C -9.34736 19.29871 12.92287 -0.2 0.2 -0.2 -0.28
Cl -9.18666 20.22704 14.43230 0.7 -0.4 -0.1 0.03
Cl -8.20931 17.90620 12.73351 -0.9 1.0 0.4 0.04
Cl -9.24733 20.40163 11.53481 0.1 -0.2 0.1 0.03
H -10.39280 18.99213 12.95708 0.4 -0.6 -0.2 0.22
C -12.11224 14.35925 11.94897 -0.2 0.0 -0.2 -0.28
Cl -10.43957 13.88537 12.28417 -0.2 0.0 0.3 0.03
Cl -13.28868 13.69519 13.16158 0.8 0.4 -0.8 0.00
Cl -12.50368 13.91829 10.27690 -0.2 0.0 0.5 0.05
H -12.15466 15.44738 11.99664 -0.1 -0.3 0.2 0.21
```
Forces are in eV/Å.


> Which formula does entry 1 have?

C9H14O3P